Density functional theory data (ωB97M-V/def2-TZVPD) for C51H41F5N4O4P2S2TeTi as an isolated structure at a distorted geometry.

Output
Relative energy (zero: lowest compared OMol25 entry of this formula, charge and spin), kcal/mol: 0.0
Strongest force on any atom, eV/Å: 3.75
Frontier orbital gap, eV: 7.335
DFT total energy, Eh: -5583.92382
2S+1: 1
LUMO, eV: -0.6

Last column: Löwdin charge in e.
Geometry (Å):
1 Ti -0.493 -0.358 0.789  0.685
2 Te 0.601 4.916 -0.052  1.292
3 C 2.113 4.955 -1.517  -0.593
4 C 2.502 3.889 -2.263  -0.102
5 C 3.745 4.110 -2.987  -0.143
6 N 4.431 5.213 -3.002  0.041
7 C 3.976 6.289 -2.321  -0.126
8 C 2.814 6.162 -1.555  -0.164
9 C 0.178 2.841 0.189  -0.946
10 P 0.799 1.815 1.446  0.885
11 C 0.603 2.674 3.064  -0.348
12 C -0.392 3.565 3.166  -0.145
13 C -0.793 4.003 4.472  -0.057
14 C -0.107 3.649 5.603  -0.088
15 C 1.034 2.869 5.438  -0.065
16 C 1.361 2.319 4.194  -0.066
17 C 2.630 1.457 1.425  -0.335
18 C 3.204 0.300 2.003  -0.091
19 C 4.583 0.097 2.171  -0.057
20 C 5.499 1.012 1.602  -0.081
21 C 4.980 2.108 0.896  -0.067
22 C 3.562 2.358 0.850  -0.070
23 P -1.088 1.795 -0.611  0.866
24 C -2.746 2.443 -0.548  -0.379
25 C -3.859 1.932 -1.268  -0.090
26 C -5.116 2.514 -1.068  -0.063
27 C -5.287 3.679 -0.291  -0.086
28 C -4.216 4.151 0.399  -0.093
29 C -2.947 3.574 0.283  -0.094
30 C -1.003 1.815 -2.475  -0.337
31 C -0.771 3.020 -3.078  -0.145
32 C -0.922 3.201 -4.422  -0.059
33 C -1.337 2.102 -5.207  -0.068
34 C -1.504 0.865 -4.632  -0.071
35 C -1.290 0.678 -3.264  -0.065
36 H 2.046 2.934 -2.263  0.056
37 H 4.054 3.340 -3.691  0.102
38 H 4.566 7.206 -2.244  0.107
39 H 2.374 7.092 -1.146  0.095
40 H -0.860 4.004 2.339  0.020
41 H -1.656 4.629 4.517  0.096
42 H -0.386 4.075 6.543  0.100
43 H 1.717 2.585 6.287  0.128
44 H 2.268 1.684 4.158  0.117
45 H 2.456 -0.385 2.328  0.079
46 H 4.946 -0.740 2.753  0.104
47 H 6.601 0.898 1.661  0.110
48 H 5.623 2.849 0.403  0.102
49 H 3.090 3.202 0.354  0.057
50 H -3.778 1.086 -1.932  0.083
51 H -6.027 2.183 -1.592  0.111
52 H -6.286 4.102 -0.197  0.108
53 H -4.336 4.968 1.068  0.096
54 H -2.126 4.001 0.886  0.047
55 H -0.596 3.904 -2.445  0.059
56 H -0.764 4.219 -4.840  0.121
57 H -1.523 2.246 -6.223  0.083
58 H -1.781 0.098 -5.263  0.082
59 H -1.518 -0.273 -2.773  0.070
60 C 0.564 -8.406 -2.832  -0.063
61 C 0.359 -7.257 -1.934  -0.284
62 C 0.829 -6.014 -2.391  0.001
63 C 0.752 -4.878 -1.500  -0.053
64 C 0.273 -5.008 -0.237  -0.274
65 C -0.156 -6.258 0.215  -0.064
66 C -0.138 -7.325 -0.639  -0.047
67 S 0.297 -3.771 1.065  0.624
68 O -0.895 -3.920 1.832  -0.263
69 O 1.597 -3.831 1.674  -0.269
70 N 0.172 -2.382 0.175  -0.166
71 C 1.291 -1.804 -0.421  -0.375
72 C 2.586 -2.347 -0.715  -0.001
73 C 3.471 -1.470 -1.266  -0.061
74 C 3.161 -0.158 -1.595  -0.062
75 C 1.953 0.371 -1.212  -0.096
76 N 1.086 -0.504 -0.563  -0.019
77 H -0.195 -9.138 -2.669  0.060
78 H 1.438 -9.028 -2.572  0.091
79 H 0.565 -8.113 -3.963  0.122
80 H 1.041 -5.834 -3.415  0.101
81 H 1.057 -3.925 -1.904  0.096
82 H -0.613 -6.484 1.211  0.143
83 H -0.468 -8.270 -0.222  0.121
84 H 2.915 -3.357 -0.559  0.112
85 H 4.442 -1.884 -1.674  0.140
86 H 3.909 0.341 -2.253  0.126
87 H 1.711 1.422 -1.255  0.053
88 N -2.126 0.740 2.077  -0.077
89 C -2.544 -0.067 3.262  -0.172
90 C -1.429 -0.144 4.313  -0.043
91 C -0.084 -0.547 3.762  -0.610
92 O 0.811 -0.709 4.544  0.106
93 O -0.004 -0.931 2.511  -0.182
94 H -1.818 1.707 2.382  0.094
95 H -2.837 0.882 1.414  -0.010
96 H -2.928 -0.954 2.823  0.082
97 H -3.438 0.376 3.591  0.104
98 H -1.558 -0.988 4.990  0.139
99 H -1.407 0.741 4.909  0.111
100 F -3.460 -6.782 -0.975  0.108
101 C -3.351 -5.445 -0.818  -0.110
102 C -3.716 -4.876 0.384  -0.173
103 F -4.095 -5.684 1.356  0.143
104 C -3.509 -3.532 0.565  -0.249
105 F -3.864 -2.916 1.685  0.093
106 C -2.963 -2.699 -0.423  -0.442
107 S -2.655 -0.975 -0.157  0.777
108 C -2.456 -3.333 -1.553  -0.247
109 F -1.660 -2.648 -2.408  0.065
110 C -2.670 -4.668 -1.802  -0.092
111 F -2.090 -5.238 -2.925  0.079